<a>
C2H3NO2S in the gas phase. Source: the OMol25 dataset; level of theory: ωB97M-V/def2-TZVPD.

Properties
- Total charge: 0
- 2S+1: 1
- HOMO energy: -9.1798 eV
- Structure (SMILES): O=CO/C=N/S

Last column: natural (NBO) charge in e.
CARTESIAN COORDINATES (ANGSTROEM)
C 0.039 0.788 -0.090  0.36
C -1.718 -0.897 -0.156  0.65
H 3.214 -0.172 0.711  0.12
H -0.004 1.729 -0.568  0.16
H -2.696 -1.054 0.311  0.13
N 1.008 0.130 0.389  -0.55
O -1.284 0.381 0.173  -0.54
O -1.097 -1.659 -0.811  -0.53
S 2.537 0.753 0.042  0.19

---

<b>
2 unconnected molecules or ions with the total composition C2H3NO2S. Source: the OMol25 dataset; level of theory: ωB97M-V/def2-TZVPD.

Properties
- Total charge: 0
- 2S+1: 1
- HOMO energy: -8.8071 eV
- Structure (SMILES): C=C=S.O=NO

Last column: natural (NBO) charge in e.
CARTESIAN COORDINATES (ANGSTROEM)
C 0.882 -1.260 0.826  -0.62
C 0.345 -1.513 -0.305  -0.06
N -0.396 1.586 0.033  0.35
O 0.384 2.462 -0.039  -0.27
O -1.320 1.715 -1.014  -0.55
S -0.402 -1.681 -1.659  0.14
H 1.935 -0.776 1.038  0.27
H 0.603 -1.684 1.784  0.26
H -2.030 1.151 -0.663  0.47

---

<c>
C2H3NO2S in the gas phase. Source: the OMol25 dataset; level of theory: ωB97M-V/def2-TZVPD.

Properties
- Total charge: 0
- 2S+1: 1
- HOMO energy: -9.2580 eV
- Structure (SMILES): O=C(O)/C=N\S

Last column: natural (NBO) charge in e.
CARTESIAN COORDINATES (ANGSTROEM)
C 0.209 -0.260 -0.747  -0.07
C -0.798 0.573 -0.012  0.71
H 2.778 -1.348 1.341  0.10
H -0.063 -0.483 -1.790  0.20
H -2.515 1.285 -0.211  0.50
N 1.303 -0.770 -0.316  -0.49
O -1.888 0.734 -0.719  -0.65
O -0.653 0.914 1.147  -0.58
S 1.628 -0.645 1.307  0.28

---

<d>
C2H3NO2S in the gas phase. Source: the OMol25 dataset; level of theory: ωB97M-V/def2-TZVPD.

Properties
- Total charge: 0
- 2S+1: 1
- HOMO energy: -9.2423 eV
- Structure (SMILES): NC(=S)C(=O)O

Last column: natural (NBO) charge in e.
CARTESIAN COORDINATES (ANGSTROEM)
C -0.136 -0.467 -0.308  0.01
C -0.060 0.893 0.213  0.71
H 1.643 -0.520 0.705  0.45
H 1.062 -2.065 -0.256  0.42
H -1.884 1.403 -0.166  0.50
N 0.987 -1.121 0.038  -0.74
O -1.066 1.799 0.173  -0.65
O 0.933 1.307 0.640  -0.54
S -1.479 -1.229 -1.040  -0.16

---

What should be chosen as the most stable of them? Choose <d>.

---

<a>
2 unconnected molecules or ions with the total composition C5H11N2. Source: the OMol25 dataset; level of theory: ωB97M-V/def2-TZVPD.

Properties
- Total charge: +1
- 2S+1: 1
- HOMO energy: -13.3302 eV

Last column: natural (NBO) charge in e.
CARTESIAN COORDINATES (ANGSTROEM)
C 1.018 0.940 -0.525  0.34
C -1.405 0.140 1.205  -0.49
C -0.495 -0.967 1.628  -0.47
C -0.855 -0.735 0.210  0.42
C -1.034 -1.520 -0.995  -0.74
N 2.111 0.575 -1.089  -0.77
N 0.807 2.234 -0.405  -0.78
H -2.567 0.103 1.255  0.27
H -1.033 1.152 1.504  0.27
H 0.447 -0.583 1.992  0.27
H -0.847 -1.876 1.943  0.25
H -1.776 -1.164 -1.688  0.26
H -1.433 -2.534 -0.865  0.29
H 0.032 -1.764 -1.380  0.29
H 2.325 -0.429 -1.186  0.41
H 2.886 1.068 -1.444  0.40
H 0.144 2.587 0.265  0.40
H 1.675 2.773 -0.424  0.38

---

<b>
2 unconnected molecules or ions with the total composition C5H11N2. Source: the OMol25 dataset; level of theory: ωB97M-V/def2-TZVPD.

Properties
- Total charge: +1
- 2S+1: 1
- HOMO energy: -13.3900 eV

Last column: natural (NBO) charge in e.
CARTESIAN COORDINATES (ANGSTROEM)
C -1.230 -1.244 -0.685  -0.10
C -1.106 -0.947 -1.971  -0.41
C 0.561 -2.590 -0.213  0.01
N -0.162 -1.621 0.170  -0.50
H -2.179 -1.142 -0.169  0.22
H -0.148 -1.010 -2.467  0.21
H -1.971 -0.639 -2.541  0.23
H 1.369 -2.919 0.431  0.19
H 0.364 -3.133 -1.135  0.18
C 0.545 2.586 0.279  -0.43
C 0.606 0.834 1.974  0.13
N 0.298 1.238 0.813  -0.39
H -0.413 3.037 0.031  0.25
H 1.135 2.483 -0.628  0.25
H 1.067 3.172 1.024  0.23
H 0.965 1.547 2.707  0.22
H 0.448 -0.213 2.198  0.25
H -0.149 0.562 0.183  0.46

---

What should be chosen as the most stable of them? Choose <b>.

---

<a>
2 unconnected molecules or ions with the total composition C5H11N2. Source: the OMol25 dataset; level of theory: ωB97M-V/def2-TZVPD.

Properties
- Total charge: +1
- 2S+1: 1
- HOMO energy (alpha / beta): -12.7092 / -13.0689 eV

Last column: natural (NBO) charge in e.
CARTESIAN COORDINATES (ANGSTROEM)
C 1.543 0.861 -0.051  0.39
C -2.222 1.954 -0.214  -0.40
C -1.139 -0.264 -0.053  -0.22
C -0.025 -1.020 -0.014  0.02
C 0.049 -2.603 -0.089  -0.62
N 2.751 1.290 0.191  -0.72
N 1.262 -0.378 0.232  -0.51
H 0.638 1.412 -0.264  0.25
H -3.279 1.751 -0.444  0.21
H -1.556 1.947 -1.105  0.22
H -2.085 2.202 0.804  0.21
H -2.089 -0.714 -0.112  0.19
H 1.128 -2.731 -0.051  0.20
H -0.245 -3.050 -0.986  0.25
H -0.371 -3.136 0.761  0.25
H 2.879 2.211 -0.284  0.43
H 3.545 0.619 0.200  0.43
H 1.936 -1.016 0.676  0.42

---

<b>
A gas-phase ion, C5H11N2 (charge +1). Source: the OMol25 dataset; level of theory: ωB97M-V/def2-TZVPD.

Properties
- Total charge: +1
- 2S+1: 1
- HOMO energy (alpha / beta): -14.7743 / -14.8525 eV

Last column: natural (NBO) charge in e.
CARTESIAN COORDINATES (ANGSTROEM)
C -0.296 1.394 0.833  0.20
C -1.711 0.893 0.719  -0.33
C 1.937 -1.177 -0.489  -0.60
C -1.942 -0.463 -1.272  -0.53
C 1.846 0.140 0.325  -0.23
N -1.488 -0.376 0.008  0.01
N 0.370 0.449 0.280  -0.19
H 0.085 2.222 1.311  0.23
H -1.889 0.545 1.719  0.26
H -2.550 1.487 0.349  0.25
H 2.958 -1.373 -0.595  0.24
H 1.589 -2.063 0.128  0.23
H 1.436 -1.153 -1.376  0.22
H -1.904 0.465 -1.909  0.21
H -1.389 -1.102 -1.953  0.27
H -2.964 -0.867 -1.334  0.32
H 2.303 1.044 -0.196  0.24
H 2.071 0.075 1.329  0.23

---

What should be chosen as the most stable of them? Choose <a>.

---

<a>
A gas-phase ion, C5H11N2 (charge +1). Source: the OMol25 dataset; level of theory: ωB97M-V/def2-TZVPD.

Properties
- Total charge: +1
- 2S+1: 1
- HOMO energy: -14.8980 eV
- Structure (SMILES): C=C(C)/[N+](C)=N/C

Last column: natural (NBO) charge in e.
CARTESIAN COORDINATES (ANGSTROEM)
C -2.375 -0.760 0.149  -0.36
C -1.452 0.153 -0.023  0.21
C -1.356 1.644 -0.026  -0.67
C 2.363 0.703 0.008  -0.47
C 0.596 -1.585 -0.101  -0.47
N 0.935 0.702 0.088  0.02
N 0.126 -0.231 0.116  0.02
H -2.085 -1.723 0.425  0.23
H -3.345 -0.370 0.134  0.26
H -0.685 1.983 0.834  0.26
H -2.281 2.044 0.076  0.24
H -1.100 1.855 -1.047  0.24
H 2.838 0.986 0.900  0.28
H 2.476 1.477 -0.627  0.26
H 2.855 -0.145 -0.184  0.21
H 1.610 -1.650 -0.505  0.24
H -0.080 -2.179 -0.824  0.26
H 0.447 -2.020 0.790  0.24

---

<b>
A molecular structure, C5H11N2. Source: the OMol25 dataset; level of theory: ωB97M-V/def2-TZVPD.

Properties
- Total charge: +1
- 2S+1: 1
- HOMO energy: -12.8540 eV

Last column: natural (NBO) charge in e.
CARTESIAN COORDINATES (ANGSTROEM)
C 1.173 1.554 -0.638  0.48
C 0.257 0.039 0.056  -0.34
C -1.001 -0.669 0.482  0.15
C -0.922 -2.038 1.034  -0.72
C -2.396 -0.141 0.159  -0.69
N 0.725 2.615 -1.017  -0.57
N 2.619 1.041 -0.690  -0.78
H 1.064 -0.600 0.412  0.14
H -1.636 -2.402 1.811  0.27
H 0.022 -2.504 1.315  0.24
H -1.284 -2.833 0.276  0.26
H -3.150 0.077 0.997  0.27
H -2.809 -1.002 -0.444  0.24
H -2.441 0.798 -0.488  0.25
H 1.205 3.456 -1.266  0.41
H 3.210 1.851 -0.647  0.45
H 2.901 0.475 -1.476  0.46
H 2.461 0.285 0.123  0.49

---

<c>
2 unconnected molecules or ions with the total composition C5H11N2. Source: the OMol25 dataset; level of theory: ωB97M-V/def2-TZVPD.

Properties
- Total charge: +1
- 2S+1: 1
- HOMO energy: -14.8448 eV

Last column: natural (NBO) charge in e.
CARTESIAN COORDINATES (ANGSTROEM)
C -2.226 0.961 0.216  -0.31
C -3.345 0.649 0.453  -0.16
C 1.689 0.420 0.298  -0.25
C 2.568 1.142 -0.789  -0.61
C 0.074 -1.186 0.355  0.23
N 0.559 -0.179 -0.186  -0.36
N -1.243 -1.627 -0.096  -0.78
H -1.260 1.181 0.056  0.25
H 1.300 1.268 0.925  0.23
H -4.434 0.424 0.676  0.29
H 2.243 -0.299 0.900  0.19
H 3.261 1.796 -0.400  0.23
H 3.219 0.415 -1.237  0.22
H 2.033 1.581 -1.592  0.23
H 0.528 -1.845 1.117  0.20
H -1.205 -1.780 -1.096  0.46
H -1.783 -0.732 -0.051  0.47
H -1.978 -2.187 0.450  0.47

---

What should be chosen as the most stable of them? Choose <c>.

---

<a>
2 unconnected molecules or ions with the total composition C5H11N2. Source: the OMol25 dataset; level of theory: ωB97M-V/def2-TZVPD.

Properties
- Total charge: +1
- 2S+1: 1
- HOMO energy: -14.2082 eV

Last column: natural (NBO) charge in e.
CARTESIAN COORDINATES (ANGSTROEM)
C -1.650 0.543 0.406  0.52
C 1.298 0.419 0.738  -0.44
C 0.167 -0.485 0.491  -0.05
C 1.074 -0.272 -0.599  -0.26
C 1.952 -1.368 -1.108  -0.61
N -1.592 1.619 1.129  -0.74
N -2.563 0.202 -0.490  -0.78
H 1.084 1.499 0.801  0.24
H 2.072 -0.102 1.286  0.25
H -0.153 -1.369 0.847  0.22
H 0.925 0.477 -1.271  0.24
H 2.969 -1.170 -0.862  0.23
H 1.905 -1.350 -2.194  0.24
H 1.605 -2.267 -0.637  0.22
H -0.725 1.710 1.609  0.43
H -2.417 2.017 1.426  0.42
H -2.487 -0.803 -0.712  0.43
H -3.465 0.698 -0.861  0.45

---

<b>
A gas-phase ion, C5H11N2 (charge +1). Source: the OMol25 dataset; level of theory: ωB97M-V/def2-TZVPD.

Properties
- Total charge: +1
- 2S+1: 1
- HOMO energy: -13.3264 eV
- Structure (SMILES): C=NC(=C)CC[NH3+]

Last column: natural (NBO) charge in e.
CARTESIAN COORDINATES (ANGSTROEM)
C 0.207 -0.550 1.870  -0.22
C 1.058 0.136 0.801  -0.46
C 0.180 0.665 -0.333  0.10
C -0.490 1.810 -0.236  -0.42
C 0.005 -0.033 -2.566  0.03
N 0.031 -0.314 -1.334  -0.51
N -0.789 -1.399 1.182  -0.68
H 0.860 -1.094 2.535  0.24
H -0.330 0.214 2.433  0.23
H 1.696 -0.636 0.359  0.23
H 1.761 0.862 1.195  0.26
H -0.357 2.568 0.522  0.23
H -1.113 2.107 -1.074  0.22
H 0.139 0.982 -2.915  0.17
H -0.134 -0.820 -3.305  0.20
H -0.396 -1.949 0.406  0.46
H -1.349 -1.980 1.809  0.45
H -1.442 -0.781 0.678  0.45

---

What should be chosen as the most stable of them? Choose <b>.

---

<a>
C3H8N2O in the gas phase. Source: the OMol25 dataset; level of theory: ωB97M-V/def2-TZVPD.

Properties
- Total charge: 0
- 2S+1: 1
- HOMO energy: -9.3048 eV
- Structure (SMILES): NCNCC=O

Last column: natural (NBO) charge in e.
CARTESIAN COORDINATES (ANGSTROEM)
O 3.227 -0.964 -1.199  -0.52
C 2.279 -0.292 -0.829  0.46
C 0.922 -0.632 -0.496  -0.36
N 0.173 0.222 0.341  -0.64
C -1.268 0.003 0.335  -0.04
N -2.030 0.989 1.198  -0.83
H 2.384 0.885 -0.611  0.07
H 1.263 -1.551 0.030  0.21
H 0.537 -0.831 -1.490  0.25
H 0.470 0.255 1.349  0.38
H -1.615 0.205 -0.717  0.15
H -1.520 -1.070 0.466  0.16
H -3.040 0.944 1.137  0.37
H -1.781 1.836 0.484  0.35

---

<b>
C3H8N2O in the gas phase. Source: the OMol25 dataset; level of theory: ωB97M-V/def2-TZVPD.

Properties
- Total charge: 0
- 2S+1: 1
- HOMO energy: -7.0481 eV

Last column: natural (NBO) charge in e.
CARTESIAN COORDINATES (ANGSTROEM)
C -1.496 0.475 -0.051  -0.41
C 1.251 0.576 1.165  -0.68
N -0.566 -1.125 -1.517  -0.82
C 0.870 -0.238 -0.016  0.53
O 1.694 -1.230 -0.423  -0.66
N -0.243 -0.104 -0.694  -0.14
H 1.163 -1.692 -1.115  0.53
H -1.412 -0.924 -2.038  0.33
H -1.709 -0.016 0.899  0.21
H -1.280 1.530 0.118  0.20
H -2.349 0.396 -0.722  0.22
H 1.241 1.644 0.932  0.23
H 0.577 0.399 2.006  0.23
H 2.262 0.309 1.458  0.25

---

<c>
2 unconnected molecules or ions with the total composition C3H8N2O. Source: the OMol25 dataset; level of theory: ωB97M-V/def2-TZVPD.

Properties
- Total charge: 0
- 2S+1: 1
- HOMO energy (alpha / beta): -7.8395 / -7.8372 eV
- Structure (SMILES): C/C=C/N.N=O

Last column: natural (NBO) charge in e.
CARTESIAN COORDINATES (ANGSTROEM)
C -0.076 0.611 0.426  0.01
C 1.877 -0.855 0.210  -0.61
C 0.778 -0.071 -0.371  -0.28
N -1.108 1.494 0.070  -0.79
N -2.262 -0.683 -0.147  -0.08
O -1.339 -1.447 0.140  -0.29
H -0.030 0.495 1.550  0.20
H 1.866 -0.715 1.368  0.21
H 1.788 -1.797 -0.191  0.21
H 2.875 -0.263 -0.111  0.20
H 0.997 0.041 -1.481  0.20
H -1.463 2.205 0.671  0.40
H -2.681 -0.667 -1.180  0.24
H -1.221 1.653 -0.954  0.38

---

<d>
C3H8N2O in the gas phase. Source: the OMol25 dataset; level of theory: ωB97M-V/def2-TZVPD.

Properties
- Total charge: 0
- 2S+1: 1
- HOMO energy: -8.6048 eV
- Structure (SMILES): C/N=C(\[O-])[NH2+]C

Last column: natural (NBO) charge in e.
CARTESIAN COORDINATES (ANGSTROEM)
C -0.589 2.185 0.285  -0.41
N -0.221 0.799 0.183  -0.67
C 0.835 -1.502 0.755  -0.42
C -0.492 0.163 -0.875  0.77
O -1.012 0.167 -1.972  -0.67
N 0.222 -1.387 -0.582  -0.63
H -1.091 2.573 -0.609  0.19
H -1.242 2.318 1.154  0.19
H 0.317 2.773 0.473  0.19
H 1.470 -2.385 0.818  0.19
H 1.397 -0.588 0.953  0.25
H 0.037 -1.534 1.497  0.22
H 0.891 -1.519 -1.339  0.40
H -0.523 -2.065 -0.742  0.41

---

What should be chosen as the most stable of them? Choose <d>.